(1)
{"formula": "C9H18Br2N2NbO2S", "method": "ωB97M-V/def2-TZVPD", "total_charge": -1, "e_above_lowest_ev": 6.3023, "spin_multiplicity": 1, "symbols": ["C", "O", "C", "Nb", "S", "C", "C", "C", "N", "N", "C", "O", "C", "Br", "C", "C", "Br", "H", "H", "H", "H", "H", "H", "H", "H", "H", "H", "H", "H", "H", "H", "H", "H", "H", "H"], "xyz": [[3.859, -0.080, 1.382], [3.136, -1.078, 0.575], [2.689, -0.515, -0.717], [0.375, -0.378, -0.857], [0.420, 0.585, 1.469], [-1.914, -0.322, -1.032], [-2.734, -0.293, 0.374], [-2.841, -1.760, 1.147], [-2.542, -1.522, 2.615], [0.339, -2.341, 0.059], [1.100, -3.214, -0.726], [2.039, -3.933, -1.351], [0.674, 1.617, -1.907], [1.986, 1.626, -3.473], [0.037, 2.913, -1.628], [-0.996, 3.082, -0.395], [0.446, 4.534, -2.760], [5.023, -0.153, 1.213], [3.492, 1.038, 1.201], [3.596, -0.312, 2.515], [3.090, 0.580, -0.901], [3.054, -1.146, -1.656], [0.487, -1.209, -2.494], [0.571, -0.519, 2.326], [-2.242, -1.308, -1.611], [-2.233, 0.580, -1.746], [-2.428, 0.591, 1.114], [-3.866, -0.037, 0.086], [-2.213, -2.608, 0.645], [-3.975, -2.133, 1.105], [-1.533, -1.271, 2.766], [-3.150, -0.701, 2.902], [-1.872, 2.325, -0.305], [-0.357, 3.213, 0.604], [-1.516, 4.149, -0.538]], "forces_ev_per_angstrom": [[-0.3219, 0.2146, 0.8397], [0.6718, 2.2349, -0.3377], [0.9393, 0.8501, -2.1142], [-0.3054, -1.2450, 2.0337], [0.1515, -0.8995, 0.6988], [-1.2500, 0.2231, -1.1299], [-1.8697, 0.0997, -0.8834], [-0.8016, 0.9624, -0.1145], [-0.1771, 0.2364, -0.4293], [4.8834, -5.2886, -6.0403], [2.5124, 1.3633, 0.7849], [-7.3343, 4.9241, 4.5822], [-1.3554, 4.4936, -0.1745], [-1.0402, -0.1040, 1.3082], [1.0178, -4.0938, -0.1447], [0.3820, 2.5056, -0.0235], [-0.5839, -1.3320, 1.3271], [-2.2037, 0.1426, 0.2411], [0.7143, -2.4505, 0.1388], [0.7250, 0.3666, -2.3193], [-0.4037, -2.1328, 0.5131], [-0.2461, 1.0321, 2.1495], [0.0660, 0.1950, 0.4882], [-0.0129, 1.0100, -1.1386], [0.5695, 1.9270, 1.0846], [0.3699, -1.8444, 1.4976], [-0.2461, -2.2282, -1.5537], [2.1638, -0.4264, 0.5959], [-0.8120, 1.8422, 1.1869], [2.4182, 0.8466, 0.0097], [-1.5372, -0.0837, -0.4734], [1.3421, -1.3110, -0.4220], [2.0215, 0.9360, -0.2924], [-1.5356, -0.6634, -2.1213], [1.0883, -2.3027, 0.2329]]}

=====

(2)
{"formula": "C29H28ClN3O5", "method": "ωB97M-V/def2-TZVPD", "e_tot_ev": -57759.2296, "smiles": "O=C(COC(=O)[C@@H]1Cc2ccccc2CN1C(=O)c1ccccc1Cl)Nc1ccc(N2CCOCC2)cc1", "spin_multiplicity": 1, "symbols": ["O", "C", "C", "O", "C", "O", "C", "C", "C", "C", "C", "C", "C", "C", "C", "N", "C", "O", "C", "C", "C", "C", "C", "C", "Cl", "N", "C", "C", "C", "C", "N", "C", "C", "O", "C", "C", "C", "C", "H", "H", "H", "H", "H", "H", "H", "H", "H", "H", "H", "H", "H", "H", "H", "H", "H", "H", "H", "H", "H", "H", "H", "H", "H", "H", "H", "H"], "xyz": [[1.538, 4.459, -0.834], [0.761, 3.702, -0.292], [-0.709, 4.100, -0.091], [-1.598, 3.056, -0.483], [-2.504, 2.639, 0.413], [-2.689, 3.132, 1.491], [-3.415, 1.585, -0.227], [-4.532, 1.152, 0.719], [-5.288, -0.024, 0.160], [-6.522, -0.366, 0.702], [-7.231, -1.453, 0.228], [-6.712, -2.218, -0.804], [-5.485, -1.890, -1.348], [-4.768, -0.800, -0.873], [-3.430, -0.465, -1.492], [-2.672, 0.404, -0.628], [-1.589, 0.055, 0.074], [-1.112, 0.792, 0.930], [-0.924, -1.243, -0.264], [0.239, -1.244, -1.024], [0.918, -2.428, -1.255], [0.442, -3.615, -0.723], [-0.713, -3.627, 0.041], [-1.390, -2.440, 0.270], [-2.833, -2.437, 1.232], [1.044, 2.484, 0.209], [2.255, 1.782, 0.171], [2.304, 0.536, 0.788], [3.456, -0.223, 0.762], [4.611, 0.246, 0.133], [5.815, -0.455, 0.149], [6.552, -0.627, -1.088], [8.027, -0.862, -0.761], [8.186, -1.993, 0.065], [7.462, -1.832, 1.261], [5.967, -1.613, 1.002], [4.553, 1.507, -0.469], [3.400, 2.262, -0.460], [-0.886, 4.347, 0.963], [-0.916, 4.976, -0.712], [-3.830, 2.035, -1.138], [-4.082, 0.878, 1.679], [-5.208, 1.987, 0.908], [-6.922, 0.231, 1.508], [-8.186, -1.704, 0.662], [-7.259, -3.070, -1.178], [-5.069, -2.486, -2.148], [-2.862, -1.377, -1.689], [-3.587, 0.047, -2.452], [0.609, -0.313, -1.426], [1.821, -2.418, -1.844], [0.972, -4.538, -0.897], [-1.089, -4.546, 0.462], [0.285, 1.970, 0.652], [1.423, 0.156, 1.285], [3.441, -1.195, 1.232], [6.447, 0.253, -1.719], [6.172, -1.504, -1.641], [8.600, -1.061, -1.668], [8.434, 0.028, -0.257], [7.621, -2.744, 1.840], [7.856, -0.970, 1.821], [5.472, -1.431, 1.957], [5.544, -2.521, 0.539], [5.434, 1.917, -0.938], [3.383, 3.232, -0.929]], "forces_ev_per_angstrom": [[0.1595, 0.1894, -0.0663], [-0.6673, 0.0292, -0.0180], [0.1852, 0.4731, 0.1656], [0.1494, -0.0602, -0.3074], [-0.5347, 0.2320, 0.0381], [-0.0799, 0.0014, -0.1081], [-0.0409, 0.1965, 0.5117], [0.2346, 0.1179, -0.0287], [-0.0299, -0.0269, -0.1058], [0.0443, -0.0388, -0.0504], [-0.0612, 0.0061, 0.0680], [0.0163, -0.0763, -0.0748], [-0.0066, 0.1021, 0.0037], [-0.1135, 0.0301, -0.0237], [-0.1636, -0.2517, -0.2892], [-0.1016, 0.3109, -0.1588], [0.2655, -0.2506, -0.1699], [0.0835, -0.3064, 0.3284], [0.0363, -0.1911, 0.2029], [-0.1647, -0.0368, 0.0133], [0.0264, 0.0133, -0.0453], [-0.0062, 0.0269, -0.0073], [-0.0944, 0.0290, 0.0632], [0.1935, 0.0751, -0.1357], [0.0188, -0.0847, 0.0996], [-0.2229, -0.2903, 0.2963], [0.3327, -0.1467, -0.0010], [-0.0633, 0.2707, -0.0343], [0.2346, -0.0641, -0.1029], [-0.3098, 0.2115, 0.0213], [0.3802, -0.1477, 0.1424], [0.3359, -0.0554, 0.0155], [-0.1917, 0.1665, -0.2979], [0.0467, -0.1367, -0.0572], [-0.3139, -0.0602, 0.2245], [0.3341, 0.0186, 0.0440], [-0.0253, -0.2337, 0.0314], [-0.0717, 0.1067, -0.1066], [0.0553, -0.0038, -0.2018], [0.1173, -0.1826, 0.0995], [0.0611, -0.0454, 0.0910], [0.0063, 0.0861, -0.0293], [0.0343, -0.0095, 0.0221], [-0.0616, 0.0758, 0.0950], [-0.0880, -0.0214, 0.0374], [-0.0505, -0.0802, -0.0305], [0.0408, -0.1008, -0.0947], [-0.0715, 0.1244, -0.0115], [0.0958, -0.0953, 0.0850], [0.0592, 0.1160, -0.0255], [0.0951, 0.0005, -0.0516], [0.0430, -0.0839, -0.0169], [-0.0501, -0.0772, 0.0536], [0.0687, 0.1733, -0.1715], [-0.1058, -0.0330, 0.0579], [0.0293, -0.0932, 0.0464], [0.0164, -0.0403, -0.0051], [0.0080, 0.0766, -0.0395], [-0.0387, 0.0684, 0.0278], [-0.0345, -0.0471, -0.0685], [-0.0369, 0.0745, 0.0231], [-0.0553, -0.0809, -0.0145], [-0.0074, -0.0502, -0.0136], [-0.0424, 0.0147, 0.0714], [0.0967, 0.0471, -0.0120], [0.0011, 0.0389, -0.0046]]}

=====

(3)
{"formula": "C20H22Cl2N4O4STi", "method": "ωB97M-V/def2-TZVPD", "total_charge": 2, "e_tot_ev": -94233.7369, "spin_multiplicity": 1, "symbols": ["Ti", "C", "C", "N", "C", "C", "C", "C", "C", "C", "C", "C", "C", "N", "C", "H", "H", "H", "H", "H", "H", "H", "H", "O", "C", "O", "C", "O", "O", "Cl", "C", "Cl", "H", "H", "C", "C", "N", "C", "S", "N", "C", "C", "H", "H", "H", "H", "H", "H", "H", "H", "H", "H", "H", "H"], "xyz": [[0.267, 0.476, 0.590], [4.682, -0.416, 0.042], [3.318, -0.539, 0.311], [2.472, 0.485, 0.270], [2.990, 1.713, -0.021], [4.337, 1.930, -0.314], [5.194, 0.815, -0.281], [4.786, 3.259, -0.626], [3.928, 4.300, -0.630], [2.541, 4.106, -0.315], [1.592, 5.144, -0.294], [0.283, 4.865, 0.017], [-0.079, 3.550, 0.310], [0.800, 2.556, 0.307], [2.088, 2.821, -0.011], [5.309, -1.294, 0.090], [2.914, -1.510, 0.565], [6.247, 0.938, -0.503], [5.833, 3.405, -0.859], [4.270, 5.299, -0.868], [1.900, 6.156, -0.526], [-0.470, 5.639, 0.037], [-1.104, 3.302, 0.559], [-2.655, 0.922, -1.942], [-1.978, 0.694, -1.007], [-0.618, 0.723, -0.975], [-2.484, 0.301, 0.417], [-3.587, -0.011, 0.690], [-1.425, 0.335, 1.279], [0.949, -0.741, 3.038], [0.438, 0.539, 4.177], [0.395, 2.068, 3.298], [1.166, 0.598, 4.977], [-0.558, 0.299, 4.529], [-3.684, -2.187, -2.762], [-2.581, -3.148, -2.362], [-1.444, -2.486, -1.685], [-1.118, -2.447, -0.410], [0.528, -1.898, -0.033], [-1.877, -2.832, 0.594], [-3.277, -3.296, 0.617], [-3.380, -4.808, 0.695], [-4.473, -2.742, -3.267], [-3.314, -1.429, -3.451], [-4.119, -1.677, -1.902], [-2.151, -3.625, -3.243], [-2.941, -3.949, -1.719], [-0.736, -2.104, -2.296], [-1.410, -2.806, 1.488], [-3.794, -2.882, -0.246], [-3.725, -2.829, 1.494], [-2.918, -5.294, -0.165], [-4.429, -5.098, 0.729], [-2.899, -5.188, 1.596]], "forces_ev_per_angstrom": [[-0.2258, -0.3788, -0.6786], [-0.0204, 0.0085, -0.0044], [0.0207, -0.0165, 0.0066], [0.1102, 0.0437, 0.1877], [0.0042, 0.0117, 0.0115], [0.0005, -0.0010, -0.0136], [-0.0148, -0.0008, 0.0098], [-0.0245, 0.0055, 0.0079], [-0.0024, -0.0271, 0.0009], [0.0023, -0.0012, -0.0109], [-0.0082, -0.0130, 0.0055], [0.0030, -0.0252, 0.0044], [-0.0201, 0.0246, -0.0011], [0.0321, -0.0473, 0.0319], [0.0210, 0.0058, 0.0104], [0.0018, -0.0008, -0.0008], [0.0054, 0.0069, 0.0107], [0.0032, -0.0015, 0.0005], [0.0030, 0.0031, -0.0011], [0.0028, 0.0052, 0.0006], [-0.0014, 0.0055, 0.0017], [-0.0025, 0.0008, 0.0007], [0.0058, 0.0068, 0.0072], [-0.0061, -0.0477, -0.0307], [-0.0603, 0.0221, 0.0662], [-0.0236, 0.0007, 0.0908], [0.0108, 0.0062, 0.0288], [0.0101, -0.0119, -0.0111], [0.0398, 0.0802, 0.0437], [-0.0329, -0.0054, 0.0537], [0.0039, 0.0012, 0.0154], [0.0554, 0.0179, 0.0586], [-0.0077, -0.0034, -0.0122], [0.0123, -0.0019, -0.0007], [0.0053, 0.0156, -0.0039], [0.0198, -0.1280, -0.0074], [0.0367, 0.0633, -0.1410], [0.0898, -0.0290, -0.0052], [0.0372, 0.2434, 0.0446], [-0.0055, 0.0212, 0.1652], [-0.0840, 0.0775, 0.0339], [-0.0132, -0.0146, 0.0199], [-0.0118, 0.0014, -0.0047], [0.0066, 0.0324, -0.0055], [-0.0030, 0.0212, -0.0143], [-0.0134, 0.0075, -0.0007], [0.0691, 0.0826, -0.1631], [-0.0224, 0.0047, -0.0023], [-0.0190, -0.0040, 0.0110], [0.0249, -0.0258, 0.1567], [-0.0031, -0.0156, -0.0029], [-0.0019, -0.0150, 0.0279], [-0.0106, -0.0096, 0.0056], [0.0012, -0.0026, -0.0037]]}